ORCA calculation (ωB97M-V/def2-TZVPD) on a molecular structure, C41H52F3NO7PSSiTeY in a non-equilibrium geometry.

Element x y z (Å)
1 Y 0.599861 -0.809392 -0.603920
2 F -5.202542 -3.183528 1.341936
3 C -4.951756 -2.951593 2.639038
4 F -4.826457 -4.154309 3.245903
5 F -6.037815 -2.360226 3.155878
6 C -3.651482 -2.130598 2.824393
7 O -3.796674 -1.042791 3.462909
8 O -2.636354 -2.648053 2.356298
9 C 2.962449 -0.290204 -4.538437
10 Si 1.293070 0.450774 -4.063399
11 C 0.003487 -0.007952 -5.365150
12 C 1.542084 2.309555 -4.188864
13 O 0.796259 0.014946 -2.600363
14 H 2.913066 -0.872076 -5.466232
15 H 3.295305 -0.966615 -3.741966
16 H 3.722081 0.495756 -4.655272
17 H 0.459887 -0.436186 -6.268233
18 H -0.596824 0.863632 -5.663180
19 H -0.670749 -0.765336 -4.946250
20 H 1.918437 2.580064 -5.186787
21 H 2.277414 2.640845 -3.442165
22 H 0.614203 2.868060 -4.009651
23 C -8.035786 -0.575428 -2.314844
24 C -6.603799 -0.250457 -1.960829
25 C -5.544207 -0.977201 -2.507290
26 C -4.227935 -0.703175 -2.154751
27 C -3.945242 0.312975 -1.248007
28 C -4.990998 1.036617 -0.697211
29 C -6.308533 0.762584 -1.054352
30 S -2.216634 0.709085 -0.685498
31 C -1.909056 1.647349 -2.191343
32 O -1.669313 -0.721206 -0.873178
33 H -8.091442 -1.140227 -3.247793
34 H -8.632207 0.332512 -2.428585
35 H -8.505322 -1.181466 -1.532998
36 H -5.755536 -1.776296 -3.212809
37 H -3.409408 -1.281773 -2.576599
38 H -4.776845 1.827781 0.021175
39 H -7.119242 1.335771 -0.610903
40 H -2.400370 1.155883 -3.029768
41 H -0.836223 1.688764 -2.330945
42 H -2.323239 2.644755 -2.013394
43 C -0.132794 1.339590 -0.026801
44 C 0.797770 2.140833 0.075505
45 C 1.855977 3.050491 0.283831
46 C 1.530183 4.411952 0.653940
47 C 0.220808 4.773033 1.079331
48 C -0.118051 6.076086 1.408275
49 C 0.814077 7.111147 1.339051
50 C 2.095702 6.792005 0.896658
51 C 2.447741 5.492300 0.562227
52 C 3.200195 2.513614 0.113524
53 C 4.326633 2.976728 0.825898
54 C 5.585014 2.411485 0.655770
55 C 5.788341 1.349784 -0.223981
56 C 4.687734 0.861687 -0.922618
57 C 3.434620 1.426398 -0.756410
58 H -0.528953 3.992079 1.132283
59 H -1.132497 6.291896 1.728206
60 H 0.543191 8.128365 1.591839
61 H 2.835127 7.580060 0.797068
62 H 3.440739 5.303973 0.176012
63 H 4.195430 3.763966 1.557839
64 H 6.419931 2.798481 1.230370
65 H 6.771964 0.915374 -0.356935
66 H 4.808156 0.039080 -1.621135
67 H 2.612332 1.051744 -1.348809
68 C 4.633458 -3.889059 -0.292253
69 C 3.245077 -4.490288 -0.185686
70 O 2.582006 -4.553932 -1.467112
71 P 1.705463 -3.296123 -1.958276
72 O 2.345434 -2.034447 -1.427260
73 Te 1.145933 -3.745234 -4.164846
74 O 0.393737 -3.396849 -0.943011
75 C -0.488525 -4.537105 -1.135169
76 C -1.156022 -4.835395 0.186059
77 H 5.079046 -3.795868 0.701807
78 H 4.576349 -2.898484 -0.742655
79 H 5.274708 -4.518757 -0.914638
80 H 2.636418 -3.937961 0.531553
81 H 3.305808 -5.521116 0.157781
82 H 0.097454 -5.379087 -1.488996
83 H -1.213284 -4.288672 -1.904338
84 H -0.414965 -5.120313 0.937821
85 H -1.865632 -5.656648 0.056922
86 H -1.691130 -3.960218 0.563070
87 C -1.536994 0.939517 4.943663
88 N -1.362210 -0.216950 4.033602
89 C -0.881855 -1.423192 4.753656
90 C -0.573402 0.151158 2.777393
91 C 0.888951 -0.255143 2.748342
92 C 1.692368 0.176192 3.803618
93 C 3.031138 -0.179080 3.881335
94 C 3.565717 -0.956451 2.867415
95 C 2.776013 -1.296307 1.769598
96 C 1.410295 -0.966804 1.646009
97 H -2.229937 0.660544 5.737104
98 H -1.950254 1.774030 4.381335
99 H -0.583928 1.233735 5.375874
100 H -2.365753 -0.479890 3.741616
101 H 0.071708 -1.230257 5.233744
102 H -0.771944 -2.227446 4.031135
103 H -1.636502 -1.689578 5.492977
104 H -0.647704 1.229832 2.668164
105 H -1.111395 -0.302455 1.960062
106 H 1.285156 0.824536 4.576013
107 H 3.647277 0.163916 4.704894
108 H 4.607155 -1.263385 2.905474
109 H 3.259785 -1.854736 0.968700

Forces on atoms 1 to 3 (eV/Å):
Y -0.8 0.5 -1.2
F -0.1 -0.1 0.0
C 0.1 0.1 -0.1

As for the energy above the lowest of the compared OMol25 structures with the same formula, charge and spin: 1.564 eV. The value obtained for the HOMO energy is -0.45 eV. The HOMO-LUMO gap is 0.1579 hartree. Its net charge is -2. For the molar mass, the calculation gives 1035.5 u. The calculated total energy comes out at -103680.952 eV.